No. 1
{"formula": "C26H24ClHgN4O2", "method": "ωB97M-V with the def2-TZVPD basis set", "species": ["Hg", "Cl", "C", "C", "C", "C", "O", "C", "C", "N", "C", "C", "C", "C", "C", "C", "C", "C", "N", "C", "C", "H", "H", "H", "H", "H", "H", "H", "H", "H", "H", "C", "C", "N", "C", "C", "C", "O", "C", "C", "C", "C", "N", "C", "H", "H", "H", "H", "H", "H", "H", "H", "H", "H", "H", "H", "H", "H"], "positions_angstrom": [[3.490699, -2.056895, 0.040352], [4.567374, 2.699812, -5.481916], [4.676382, 1.589588, -4.146521], [5.469739, 0.443427, -4.261747], [5.571412, -0.419036, -3.202609], [4.937856, -0.163250, -1.951656], [5.218177, -0.867335, -0.920926], [4.051194, 0.961844, -1.896558], [3.208866, 1.292920, -0.763985], [2.783401, 0.514477, 0.163566], [1.848210, 1.021059, 1.093210], [1.036241, 2.109736, 0.851104], [0.081252, 2.564049, 1.773702], [-0.091222, 1.921095, 2.961160], [0.691996, 0.786910, 3.257676], [0.542055, 0.082211, 4.472308], [1.323514, -1.005024, 4.728438], [2.252339, -1.398804, 3.748577], [2.424206, -0.764773, 2.617075], [1.665742, 0.324692, 2.334838], [3.978470, 1.835095, -2.991816], [5.995111, 0.251379, -5.188025], [6.185526, -1.308004, -3.266178], [2.919270, 2.348170, -0.759348], [1.121207, 2.637031, -0.088114], [-0.527292, 3.423084, 1.527175], [-0.840133, 2.245488, 3.672590], [-0.199950, 0.423598, 5.184437], [1.233728, -1.566277, 5.648337], [2.874038, -2.272899, 3.913821], [3.329255, 2.701575, -2.936887], [-4.735767, -2.029539, -1.066338], [-3.793152, -1.015887, -1.706146], [-3.583451, 0.183471, -0.904752], [-4.631410, 1.203898, -0.896879], [-5.471855, 1.175323, 0.375431], [-2.477163, 0.429209, -0.155944], [-2.313434, 1.484371, 0.435162], [-1.485727, -0.698354, -0.043896], [-1.643341, -1.649091, 0.954177], [-0.786286, -2.736525, 0.984331], [0.196928, -2.827157, 0.010721], [0.411204, -1.880858, -0.902773], [-0.414746, -0.838644, -0.918383], [-4.813335, -2.912420, -1.701867], [-5.735884, -1.615206, -0.937163], [-4.360195, -2.338882, -0.090114], [-4.198089, -0.702742, -2.671041], [-2.831777, -1.485900, -1.899470], [-5.254322, 1.044306, -1.777302], [-4.147335, 2.176403, -0.981861], [-5.917464, 0.192842, 0.531303], [-6.274305, 1.911265, 0.310969], [-4.848232, 1.419807, 1.234285], [-2.435981, -1.543278, 1.685804], [-0.886929, -3.510267, 1.733314], [0.843227, -3.696366, -0.046656], [-0.229829, -0.094716, -1.686993]], "atomic_forces_ev_per_a": [[0.2, 0.7, 0.1], [0.0, 0.0, -0.1], [0.0, -0.1, 0.0], [-0.2, 0.1, 0.0], [0.1, 0.0, 0.4], [-0.4, 0.7, -0.6], [-0.2, -1.0, 0.7], [0.2, -0.3, 0.0], [0.1, 0.1, 0.1], [0.1, -0.1, -0.2], [-0.3, 0.1, 0.2], [0.2, -0.1, -0.1], [0.0, 0.1, 0.2], [0.0, 0.0, 0.0], [0.1, 0.0, -0.1], [0.0, -0.1, 0.0], [-0.1, 0.0, 0.1], [0.1, 0.1, -0.2], [0.2, -0.3, -0.4], [0.0, 0.0, 0.1], [-0.1, 0.0, 0.0], [0.0, 0.0, 0.0], [0.0, 0.0, 0.0], [-0.1, 0.0, 0.0], [-0.1, 0.0, -0.1], [0.0, -0.1, -0.1], [0.0, 0.0, 0.0], [0.0, 0.0, 0.0], [0.0, 0.0, 0.0], [0.0, 0.0, 0.0], [0.1, 0.0, 0.0], [0.0, 0.1, 0.0], [-0.1, -0.1, 0.1], [0.0, 0.1, 0.0], [0.0, 0.0, 0.1], [0.0, 0.0, -0.1], [0.0, 0.0, -0.1], [0.0, 0.0, 0.0], [0.0, 0.0, 0.0], [0.0, 0.0, 0.0], [0.0, 0.0, 0.0], [0.0, 0.1, 0.0], [0.0, -0.1, 0.0], [0.0, 0.0, -0.1], [0.0, 0.0, 0.0], [0.0, 0.0, 0.0], [0.0, 0.0, 0.0], [0.1, 0.0, 0.0], [0.0, 0.0, 0.0], [0.0, 0.0, 0.0], [0.0, 0.0, -0.1], [0.0, 0.0, 0.0], [0.0, 0.0, 0.0], [0.0, 0.0, 0.0], [0.0, 0.0, 0.0], [0.0, 0.0, 0.0], [0.0, 0.0, 0.1], [0.0, 0.0, 0.0]], "mulliken_spin": [0.74, 0.00, 0.03, -0.02, 0.02, 0.03, 0.07, 0.07, -0.03, 0.04, -0.01, 0.02, 0.00, 0.01, -0.01, 0.01, 0.00, 0.01, 0.01, 0.00, -0.02, 0.00, 0.00, 0.00, 0.00, 0.00, 0.00, 0.00, 0.00, 0.00, 0.00, 0.00, 0.00, 0.00, 0.00, 0.00, 0.00, 0.00, 0.00, 0.00, 0.01, -0.03, 0.02, 0.00, 0.00, 0.00, 0.00, 0.00, 0.00, 0.00, 0.00, 0.00, 0.00, 0.00, 0.00, 0.00, 0.02, 0.00], "spin_multiplicity": 2, "orbital_gap_ha": [0.257, 0.200], "s_squared": 0.758}



No. 2
{"formula": "C5H7NO", "method": "ωB97M-V with the def2-TZVPD basis set", "species": ["N", "C", "O", "C", "C", "C", "C", "H", "H", "H", "H", "H", "H", "H"], "positions_angstrom": [[-1.882946, 0.197992, -2.088144], [-0.868263, 0.328150, -1.355892], [-0.304859, 1.293923, -0.633645], [1.282496, 0.896405, 0.544803], [0.525898, -0.044178, 1.454462], [0.146522, -1.153935, 0.453006], [0.250557, -0.426669, -0.868091], [-2.405285, 1.074298, -2.125040], [1.229177, 1.948460, 0.851853], [-0.346737, 0.358766, 1.987379], [1.237279, -0.411834, 2.207220], [-0.862444, -1.551593, 0.597508], [0.868453, -1.975399, 0.466090], [1.130152, -0.534387, -1.491508]], "atomic_forces_ev_per_a": [[0.3, 0.2, 0.3], [-0.1, -0.2, -0.1], [0.0, 0.1, 0.0], [-0.1, 0.1, 0.2], [0.0, 0.0, 0.0], [0.0, -0.1, -0.1], [0.0, -0.2, 0.0], [0.0, 0.0, 0.0], [0.0, -0.1, 0.0], [0.1, 0.0, -0.1], [-0.1, 0.1, -0.1], [0.1, 0.1, 0.0], [-0.1, 0.1, 0.0], [-0.1, 0.0, 0.1]], "mulliken_charge": [-0.70, 0.47, -0.44, -0.45, -0.40, -0.60, 0.08, 0.27, 0.19, 0.26, 0.33, 0.33, 0.29, 0.37], "spin_multiplicity": 1, "orbital_gap_ha": 0.305}



No. 3
{"formula": "C2H4ClFO2", "method": "ωB97M-V with the def2-TZVPD basis set", "species": ["C", "C", "O", "O", "F", "Cl", "H", "H", "H", "H"], "positions_angstrom": [[0.609596, 0.476824, 0.111348], [-0.506608, -0.535165, -0.180004], [1.149760, 0.201272, 1.337931], [-0.771986, -0.531556, -1.524871], [0.121456, 1.759224, 0.093100], [-1.965946, -0.107284, 0.782215], [1.345030, 0.430266, -0.713405], [-0.178096, -1.513806, 0.196730], [1.715439, 0.932349, 1.618797], [-1.518645, -1.112122, -1.721840]], "atomic_forces_ev_per_a": [[0.1, 0.0, -0.8], [0.2, -0.1, 0.7], [0.0, -0.1, 0.4], [0.0, 0.1, -0.5], [-0.1, 0.2, -0.1], [0.0, -0.1, 0.0], [-0.2, -0.1, 0.3], [-0.1, 0.2, -0.1], [-0.1, -0.1, -0.2], [0.1, 0.1, 0.1]], "mulliken_charge": [0.22, 0.01, -0.48, -0.46, -0.28, -0.19, 0.21, 0.32, 0.32, 0.33], "spin_multiplicity": 1, "orbital_gap_ha": 0.425}



Listing energy for the structures above in their given order: -1988.26590, -324.48265, -789.14241 Eh.